# 1
Below is a 10-piece molecular cluster, C29H55Cl18F5IN2OS overall, with properties calculated with ωB97M-V/def2-TZVPD.

Properties
Net charge: +1
Gap between HOMO and LUMO in eV: 8.76

Last column: Mulliken charge in e.
Atoms and positions in Å:
I (-2.10204, 0.04557, -0.56952)  0.17
C (-6.58033, 0.28957, -1.47604)  -0.32
H (2.14256, 2.84541, 6.36303)  0.35
H (0.77958, 3.93468, 6.07914)  0.12
H (1.54484, 7.16529, 3.85908)  -0.39
Cl (0.65830, 1.12309, -8.34948)  -0.18
C (-0.65965, 0.30613, 2.03778)  -1.61
H (-0.75324, -2.28730, 2.39263)  0.08
H (0.09670, -1.90890, 0.92784)  0.50
Cl (-0.10675, 2.13805, -2.87529)  -0.19
C (1.22910, 2.98631, 5.79196)  -0.32
F (0.53317, -7.19017, -0.71474)  -0.33
C (-1.32871, -6.09603, 0.65364)  -1.35
H (3.00405, 4.48002, -0.67675)  0.36
H (-3.32507, -3.81299, 1.95479)  0.45
H (-1.77086, -6.68642, -0.14112)  0.54
Cl (-0.42898, -1.05432, -4.11608)  -0.22
C (4.50924, -9.50135, -2.57911)  -0.39
C (1.30202, 7.85504, 4.66233)  0.32
H (-11.12122, 1.89939, 0.40414)  0.24
Cl (-5.47748, -1.38063, 0.38259)  -0.14
C (-1.60474, -0.69305, 1.37366)  0.09
H (0.27896, 3.41516, -8.74989)  0.31
C (0.89117, -4.84301, 1.06676)  -0.59
H (-7.08010, 0.36962, -2.44005)  0.32
N (-1.07739, -3.96475, -0.39099)  -0.36
Cl (6.07561, -8.68124, -2.79140)  -0.18
C (-0.89615, -2.04359, 1.34348)  -1.44
H (-1.86138, -4.40850, -0.87060)  0.78
H (8.58402, 7.03633, 0.82223)  0.32
C (-2.31134, -4.14041, 1.74929)  -1.03
H (-0.24901, -5.54393, 2.85395)  0.53
C (1.83152, 3.33150, -7.25723)  -0.52
H (4.08643, 4.00736, 2.14897)  0.33
H (1.37270, -3.20915, 2.97110)  0.28
H (0.17268, -3.72503, 3.96081)  0.34
H (1.49899, 0.45646, -2.53561)  0.32
H (0.33902, 0.17165, 1.62796)  0.32
H (4.64149, 5.31142, 1.08210)  -0.55
H (1.43884, -5.90474, 2.82972)  0.40
F (1.38664, -5.19108, -3.15634)  -0.25
C (6.98529, 8.21568, 1.60818)  -0.55
C (3.79988, 4.65654, 1.32399)  0.41
H (3.08925, -9.97844, -1.05866)  0.28
C (1.16038, 2.82832, -8.50751)  -0.42
H (-2.56611, -2.66932, 0.22848)  0.94
H (-12.87449, 2.02103, -2.10171)  0.36
H (0.39310, 8.39188, 4.40514)  0.37
H (-0.94231, 1.33317, 1.85151)  0.51
H (2.08709, 3.85848, 4.04066)  0.05
H (4.14083, -8.61920, -0.64624)  0.18
Cl (-7.55006, 1.21211, -0.30585)  -0.17
Cl (0.68672, 3.46413, -5.89307)  -0.15
Cl (6.61769, 5.95834, 0.11926)  -0.18
C (0.71410, -5.14124, 2.56518)  -1.15
H (-5.97939, -1.71840, -1.88914)  0.25
H (4.58303, -10.48640, -3.03146)  0.37
Cl (2.41791, 1.54456, 3.79422)  -0.19
F (-0.67569, -6.01139, -2.11829)  -0.34
H (-1.79242, -4.04428, 2.70158)  0.37
O (-2.41093, -5.47093, 1.31929)  -0.40
H (3.33241, 8.27029, 5.24789)  0.31
C (-1.72562, -3.15607, 0.71722)  0.43
H (4.27080, 3.31861, -0.26520)  0.32
H (-11.36330, 2.91307, -1.89645)  0.28
Cl (5.14817, -10.69890, -0.20538)  -0.18
Cl (2.47175, 5.70479, 1.89542)  -0.30
C (1.63253, -5.43312, -1.85446)  0.65
Cl (0.96045, 6.85940, 6.10525)  -0.20
C (0.80131, 0.17130, -4.55934)  -0.14
H (-0.58006, 0.11285, 3.10417)  0.42
H (-12.53270, 2.94853, 0.22471)  0.30
H (2.71132, 9.28057, 3.93741)  0.26
H (6.76397, 7.60518, 2.47963)  0.31
F (2.16554, -4.32862, -1.32406)  -0.23
C (1.19761, 1.04638, -3.39902)  -0.59
Cl (0.08484, 1.69732, 6.25847)  -0.21
H (2.23925, 4.32543, -7.43050)  0.38
S (-0.30063, -2.93644, -1.63460)  0.01
Cl (5.46866, 8.99383, 1.08930)  -0.18
H (7.67085, 9.00755, 1.90313)  0.39
F (2.54849, -6.41576, -1.78568)  -0.22
H (1.85494, 2.87981, -9.34353)  0.31
H (1.74035, -5.42730, 0.73225)  0.41
C (7.60653, 7.39599, 0.50763)  -0.44
H (-5.60381, 0.76179, -1.54947)  0.21
N (1.00177, -4.00644, 3.46345)  -0.63
H (1.21655, -3.81683, 0.92069)  0.46
C (4.10513, -9.59213, -1.12996)  -0.30
H (3.76996, -8.92117, -3.12928)  0.22
Cl (-10.98752, 0.61472, -2.17505)  -0.17
H (-7.44087, -1.60261, -0.90262)  0.39
C (-11.91358, 2.02372, -1.59495)  -0.46
C (-12.07833, 2.01354, -0.09781)  -0.36
C (-6.46603, -1.16167, -1.09026)  -0.51
H (1.66887, -0.37748, -4.92114)  0.37
H (-2.49083, -0.76496, 1.99514)  0.43
C (0.29288, -5.92308, -1.16162)  0.37
H (-0.85306, -6.80720, 1.31891)  0.48
Cl (2.16307, 2.63626, 0.52965)  -0.05
C (1.49590, 2.98643, 4.31182)  -0.03
C (-0.24838, -5.14207, 0.07320)  0.56
C (3.40256, 3.85330, 0.11688)  -0.58
C (2.45631, 8.79708, 4.87894)  -0.39
Cl (-13.14535, 0.69726, 0.45196)  -0.18
H (-1.44655, -2.52554, -2.19292)  0.30
Cl (2.06314, 10.08680, 6.04278)  -0.18
H (0.39213, 0.75232, -5.37887)  0.09
H (2.03335, 1.67690, -3.69674)  0.35
H (2.64118, 2.67351, -6.95217)  0.30
H (7.72490, 7.97188, -0.40562)  0.33
H (0.57072, 3.00989, 3.74183)  0.24


# 2
Below is a 10-piece molecular cluster, C29H55O30S overall, with properties calculated with ωB97M-V/def2-TZVPD.

Properties
Net charge: -1
Gap between HOMO and LUMO in eV: 7.85

Last column: Mulliken charge in e.
Atoms and positions in Å:
C (-2.68441, 2.98025, -7.01315)  0.75
H (4.18024, 8.85839, 4.80401)  0.28
O (7.64836, -2.06772, -0.66720)  -0.54
H (-1.85417, 5.47856, -6.87547)  0.30
O (-5.05099, -2.79821, 1.16256)  -0.53
O (1.31038, 8.45117, -5.38446)  -0.56
C (4.55420, 9.20426, 3.83696)  -0.62
H (-4.71064, -7.37834, 9.11044)  0.29
H (-3.36861, -5.56389, 3.78126)  0.05
C (4.28370, 7.12490, 2.81998)  0.73
H (-7.04206, -5.57344, -0.34577)  0.23
O (-3.60541, 2.08347, -7.41522)  -0.34
O (7.71175, -2.68240, -2.86139)  -0.32
O (1.49568, 3.01129, 1.16113)  -0.67
O (-4.68591, -5.76981, 7.79158)  -0.33
C (-7.11949, 3.88560, -2.82780)  -0.61
C (-5.84755, 2.19990, -1.84542)  0.82
C (1.36955, -6.97634, 2.50587)  0.76
O (6.33767, -1.10135, -2.25891)  -0.29
H (-7.26857, -4.24247, 0.80142)  0.29
C (1.39758, 2.67372, -1.76470)  -0.34
H (-3.18044, -7.16131, 4.52127)  0.35
C (-1.53062, 4.87388, -7.72644)  -0.63
H (3.78451, 4.53569, 2.64388)  0.29
O (-3.99671, -5.67260, 5.72621)  -0.27
O (-5.17137, 2.07051, -2.83981)  -0.56
C (-4.66378, 0.53382, -0.73524)  -0.57
H (-0.00265, 7.63648, -3.20497)  0.30
O (0.30657, -6.60128, 2.94719)  -0.52
H (2.52721, 6.41068, -8.26344)  0.23
C (-3.77201, -6.24540, 6.92298)  0.74
O (-2.49003, 3.85841, -8.01620)  -0.34
H (4.81969, 4.35819, 1.21961)  0.33
C (-3.91163, 1.08501, -6.44258)  -0.50
H (6.54785, 0.36405, -0.79455)  0.31
H (-2.06779, -5.81660, 4.95610)  0.22
O (3.11290, 7.08369, 3.12115)  -0.54
C (-6.59714, -4.65683, 0.04513)  -0.63
H (-0.63389, -1.63802, 4.79648)  0.34
O (-2.12870, 2.99480, -5.93982)  -0.51
H (-6.24884, 4.50277, -3.06347)  0.29
H (5.33086, 9.95050, 4.01454)  0.21
H (1.69625, 8.04035, -2.77304)  0.29
O (-2.90220, -7.04687, 7.17566)  -0.54
H (-6.46736, -3.95565, -0.78318)  0.29
H (0.76813, -5.01305, 0.85249)  0.26
O (2.81764, 1.10280, 0.09313)  -0.56
H (3.40579, -1.61282, 0.64216)  0.07
O (1.89242, -1.16121, 4.03085)  -0.55
H (-3.59800, -6.03365, 9.54484)  0.29
C (-3.09529, -6.08640, 4.69897)  -0.41
C (1.56712, 7.27191, -5.29177)  0.72
H (-3.02291, 0.49592, -6.20258)  0.28
O (1.46191, 6.52457, -4.17925)  -0.19
O (4.95971, 6.18417, 2.13979)  -0.33
H (-0.54833, 4.43378, -7.53711)  0.28
H (-1.45512, 5.52225, -8.60113)  0.27
O (3.64452, 3.37300, -0.29955)  -0.64
H (-3.21234, -2.92133, 3.08770)  0.36
H (-7.95485, 4.54547, -2.58751)  0.21
O (2.00886, 6.47822, -6.28778)  -0.29
H (0.19937, -9.26377, 3.09566)  0.27
C (7.27021, -1.96011, -1.81127)  0.75
C (-4.67220, -3.94627, 1.14702)  0.70
C (2.16880, 7.14330, -7.53819)  -0.65
O (-3.50984, -4.39821, 1.65197)  -0.26
H (9.60154, -3.14918, -2.12904)  0.28
O (0.39894, -2.75571, 3.37967)  -0.11
H (-4.85094, -0.21367, -1.51033)  0.25
S (2.36575, 2.53633, -0.16224)  1.14
H (0.44316, -2.91859, 5.45500)  0.36
H (0.95531, 6.53725, -2.19845)  0.20
H (3.92567, -1.57092, 2.33526)  0.37
O (1.93560, -8.18003, 2.72358)  -0.35
O (-5.33697, -4.99354, 0.62138)  -0.35
C (1.46245, -1.94189, 3.21552)  0.58
H (5.03720, 0.38698, -1.71816)  0.20
H (2.83998, -0.29539, 1.67984)  0.41
H (1.21216, 7.53814, -7.89026)  0.28
C (-0.24191, -2.64745, 4.64779)  -0.51
C (5.77553, -0.26306, -1.24663)  -0.33
H (1.03360, -8.60880, 4.54839)  0.28
H (-5.35040, -5.84401, 9.72322)  0.22
H (1.71638, -9.98266, 3.66222)  0.21
H (-7.40153, 3.27024, -3.68605)  0.27
C (1.00078, 7.23849, -3.03326)  -0.65
H (-4.32946, 1.54015, -5.54081)  0.22
O (1.95607, -2.15559, 1.98248)  -0.26
H (2.91100, 7.94152, -7.45833)  0.31
H (1.60256, -4.35996, 2.30267)  0.06
O (-5.71368, 1.50025, -0.70469)  -0.32
H (8.99256, -4.16276, -3.44860)  0.21
H (-3.69754, 1.01986, -0.89139)  0.33
H (-4.66167, 0.41771, -6.87064)  0.22
O (5.14029, 8.12800, 3.11037)  -0.33
H (-0.04323, 2.55503, -3.72311)  0.29
H (-4.64224, 0.02862, 0.23172)  0.18
H (2.45270, -4.47467, 0.75631)  0.16
H (-1.78651, -3.86049, 2.61535)  -0.21
H (-1.07972, -3.34681, 4.65899)  -0.06
O (2.19171, -6.26585, 1.71358)  -0.34
C (-4.56683, -6.29487, 9.11189)  -0.63
C (-2.69621, -3.38650, 2.24369)  -0.39
C (3.09583, -1.35631, 1.65631)  -0.65
O (-6.86397, 3.07023, -1.68647)  -0.31
C (1.16674, -9.04589, 3.55551)  -0.58
H (3.75366, 9.67057, 3.25687)  0.28
C (4.17303, 5.04804, 1.76017)  -0.61
H (-2.41414, -2.63637, 1.50084)  0.53
C (1.71380, -4.95660, 1.39802)  -0.21
H (5.26971, -0.86285, -0.48669)  0.08
H (3.35904, 5.34704, 1.09770)  0.27
C (0.71177, 2.83991, -2.88974)  -0.17
H (8.32337, -4.37683, -1.82206)  0.29
C (8.71262, -3.64191, -2.53120)  -0.62


Number 1: M 1339.9 g mol⁻¹, HOMO energy -11.670 eV, LUMO energy -2.91 eV. Number 2: M 915.8 g mol⁻¹, HOMO energy -5.949 eV, LUMO energy 1.90 eV.